{"formula": "C47H53N7Pt", "method": "ωB97M-V/def2-TZVPD", "charge": 0, "total_energy_ha": -2325.45477, "fmax_ev_per_a": 0.1, "gap_ha": [0.162, 0.204], "spin_multiplicity": 3, "s_squared": 2.051, "homo_ev": [-4.80, -6.44], "species": ["Pt", "N", "N", "N", "N", "N", "N", "N", "C", "C", "C", "C", "C", "C", "C", "C", "C", "C", "C", "C", "C", "C", "C", "C", "C", "C", "C", "C", "C", "C", "C", "C", "C", "C", "C", "C", "C", "C", "C", "C", "C", "C", "C", "C", "C", "C", "C", "C", "C", "C", "C", "C", "C", "C", "C", "H", "H", "H", "H", "H", "H", "H", "H", "H", "H", "H", "H", "H", "H", "H", "H", "H", "H", "H", "H", "H", "H", "H", "H", "H", "H", "H", "H", "H", "H", "H", "H", "H", "H", "H", "H", "H", "H", "H", "H", "H", "H", "H", "H", "H", "H", "H", "H", "H", "H", "H", "H", "H"], "xyz": [[0.3294, 0.7467, 0.8719], [-1.0339, -0.5854, 1.6005], [1.8011, -0.6297, 1.1155], [0.6988, -5.2550, -0.2899], [-1.1197, 2.1773, 0.7737], [-0.1496, -3.5292, -1.6868], [1.7150, 2.1166, 0.2753], [-0.2940, 0.2130, -1.2369], [-2.5775, -2.2253, -2.8775], [-3.0253, -1.6165, 1.9929], [3.6938, 0.6542, 0.2716], [-0.7973, -1.8947, 1.9260], [3.8345, -1.7174, 1.0418], [3.6588, 3.0513, -0.4644], [3.0418, 1.8790, 0.0356], [-2.4672, 1.9666, 0.9422], [5.5462, -2.2588, -0.7132], [1.6467, -1.9203, 1.5690], [-3.1852, 3.1945, 0.6261], [-0.9604, 3.4665, 0.3329], [2.9373, -2.5984, 1.5330], [-0.0194, 1.0603, -2.2330], [-2.4736, -3.4665, -2.4006], [5.2872, -1.9343, 0.7603], [0.4772, -2.5011, 1.9491], [-2.4803, 5.5130, -0.2165], [-2.0214, -2.5546, 2.1784], [-1.5935, -5.2457, -0.9209], [0.2172, 4.0483, -0.0340], [0.8090, -4.1362, -1.0031], [-0.5132, -5.7995, -0.2594], [-2.1687, -3.9703, 2.6424], [-2.3922, -0.4081, 1.6283], [-1.0954, -0.8235, -1.4418], [3.1215, -0.4756, 0.7712], [-2.4702, 5.6178, -1.7445], [2.7920, 5.4219, -1.0483], [-0.5710, 0.8931, -3.4868], [3.2403, -4.0927, 3.5323], [-2.2641, 4.1125, 0.2608], [-4.5038, -1.8350, 2.0769], [2.6735, 4.0197, -0.5383], [-4.6742, 3.3256, 0.6531], [5.3559, 2.5810, -2.2686], [1.4762, 3.4209, -0.0772], [-3.0536, 0.7991, 1.3257], [-2.0151, -4.1081, 4.1587], [-5.1208, -2.1261, 0.7060], [5.0938, 3.1594, -0.8755], [-1.6726, -1.0814, -2.6809], [-5.3363, 2.7210, -0.5889], [-1.4190, -0.1821, -3.7066], [3.1710, -3.9982, 2.0058], [2.3345, 5.5640, -2.5029], [-1.3684, -4.0771, -1.6403], [0.5184, -3.5379, 2.2558], [4.7704, 3.1124, -3.0209], [2.4353, 6.5924, -2.8546], [-2.6127, 6.6492, -2.0704], [-1.8735, -0.3302, -4.6790], [5.0671, 1.5293, -2.3123], [-1.4318, -4.6047, 2.1434], [4.7515, 0.6169, 0.0487], [4.0555, -3.4802, 3.9208], [5.3981, 4.2083, -0.8574], [5.7302, 2.6522, -0.1449], [-4.9953, 3.2303, -1.4916], [6.6112, -2.3919, -0.9081], [-0.6213, -6.7129, 0.3163], [2.2115, 6.0988, -0.4155], [0.6388, 1.8868, -1.9935], [-3.4331, 5.8836, 0.1668], [-2.7709, -3.5157, 4.6768], [-3.1471, -4.3525, 2.3372], [-4.6671, -3.0172, 0.2661], [1.7890, -3.6708, -1.0277], [-6.1985, -2.2862, 0.7751], [0.1802, 5.0818, -0.3514], [-2.1146, -5.1472, 4.4785], [-0.3434, 1.5998, -4.2721], [-6.4227, 2.8074, -0.5380], [5.1778, -1.4581, -1.3567], [6.4102, 2.6579, -2.5401], [-3.4554, -2.0080, -3.4786], [-1.0380, -3.7428, 4.4792], [-1.5241, 5.2584, -2.1524], [5.8549, -1.0456, 1.0469], [-3.2961, -4.1426, -2.6078], [5.6603, -2.7465, 1.3871], [-3.2672, 5.0101, -2.1760], [-5.0700, 2.8438, 1.5509], [3.8296, 5.7521, -0.9643], [-4.7108, -2.6683, 2.7528], [-5.0812, 1.6650, -0.6907], [1.2892, 5.2680, -2.6122], [-4.9395, -1.2972, 0.0181], [3.4026, -5.1225, 3.8538], [2.3158, -3.7344, 3.9874], [5.0297, -3.1768, -0.9993], [-4.1322, 0.7923, 1.4100], [-1.2920, -1.4628, -0.5923], [-2.5732, -5.7022, -0.8803], [4.1021, -4.3714, 1.5737], [-4.9901, -0.9627, 2.5216], [2.3827, -4.6518, 1.6249], [-1.7100, 6.1664, 0.2011], [-4.9435, 4.3809, 0.7303], [2.9276, 4.9208, -3.1554]], "forces_ev_per_angstrom": [[0.0, 0.0, 0.0], [0.0, 0.0, 0.0], [0.0, 0.0, 0.0], [0.0, 0.0, 0.0], [0.0, 0.0, 0.0], [0.0, 0.0, 0.0], [0.0, 0.0, 0.0], [0.0, 0.0, 0.0], [0.0, 0.0, 0.0], [0.0, 0.0, 0.0], [0.0, 0.0, 0.0], [0.0, 0.0, 0.0], [0.0, 0.0, 0.0], [0.0, 0.0, 0.0], [0.0, 0.0, 0.0], [0.0, 0.0, 0.0], [0.0, 0.0, 0.0], [0.0, 0.0, 0.0], [0.0, 0.0, 0.0], [0.0, 0.0, 0.0], [0.0, 0.1, 0.0], [0.0, 0.0, 0.0], [0.0, 0.0, 0.0], [0.0, 0.0, 0.0], [0.0, 0.0, 0.0], [0.0, 0.0, 0.0], [0.0, 0.0, 0.0], [0.0, 0.0, 0.0], [0.0, 0.0, 0.0], [0.0, 0.0, 0.0], [0.0, 0.0, 0.0], [0.0, 0.0, 0.0], [0.0, 0.0, 0.0], [0.0, 0.0, 0.0], [0.0, 0.0, 0.0], [0.0, 0.0, 0.0], [0.0, 0.0, 0.0], [0.0, 0.0, 0.0], [0.0, 0.0, 0.0], [0.0, 0.0, 0.0], [0.0, 0.0, 0.0], [0.0, 0.0, 0.0], [0.0, 0.0, 0.0], [0.0, 0.0, 0.0], [0.0, 0.0, 0.0], [0.0, 0.0, 0.0], [0.0, 0.0, 0.0], [0.0, 0.0, 0.0], [0.0, 0.0, 0.0], [0.0, 0.0, 0.0], [0.0, 0.0, 0.0], [0.0, 0.0, 0.0], [0.0, 0.0, 0.0], [0.0, 0.0, 0.0], [0.0, 0.0, 0.0], [0.0, 0.0, 0.0], [0.0, 0.0, 0.0], [0.0, 0.0, 0.0], [0.0, 0.0, 0.0], [0.0, 0.0, 0.0], [0.0, 0.0, 0.0], [0.0, 0.0, 0.0], [0.0, 0.0, 0.0], [0.0, 0.0, 0.0], [0.0, 0.0, 0.0], [0.0, 0.0, 0.0], [0.0, 0.0, 0.0], [0.0, 0.0, 0.0], [0.0, 0.0, 0.0], [0.0, 0.0, 0.0], [0.0, 0.0, 0.0], [0.0, 0.0, 0.0], [0.0, 0.0, 0.0], [0.0, 0.0, 0.0], [0.0, 0.0, 0.0], [0.0, 0.0, 0.0], [0.0, 0.0, 0.0], [0.0, 0.0, 0.0], [0.0, 0.0, 0.0], [0.0, 0.0, 0.0], [0.0, 0.0, 0.0], [0.0, 0.0, 0.0], [0.0, 0.0, 0.0], [0.0, 0.0, 0.0], [0.0, 0.0, 0.0], [0.0, 0.0, 0.0], [0.0, 0.0, 0.0], [0.0, 0.0, 0.0], [0.0, 0.0, 0.0], [0.0, 0.0, 0.0], [0.0, 0.0, 0.0], [0.0, 0.0, 0.0], [0.0, 0.0, 0.0], [0.0, 0.0, 0.0], [0.0, 0.0, 0.0], [0.0, 0.0, 0.0], [0.0, 0.0, 0.0], [0.0, 0.0, 0.0], [0.0, 0.0, 0.0], [0.0, 0.0, 0.0], [0.0, 0.0, 0.0], [0.0, 0.0, 0.0], [0.0, 0.0, 0.0], [0.0, 0.0, 0.0], [0.0, 0.0, 0.0], [0.0, 0.0, 0.0], [0.0, 0.0, 0.0], [0.0, 0.0, 0.0]]}

{"formula": "C56H83BBrF3O21S7", "method": "ωB97M-V/def2-TZVPD", "charge": 0, "total_energy_ha": -9449.41168, "fmax_ev_per_a": 1.4, "gap_ha": 0.309, "homo_ev": -8.73, "species": ["Br", "S", "S", "S", "S", "S", "S", "S", "F", "F", "F", "O", "O", "O", "O", "O", "O", "O", "O", "O", "O", "O", "O", "O", "O", "O", "O", "O", "O", "O", "O", "O", "C", "C", "C", "C", "C", "C", "C", "C", "C", "C", "C", "C", "C", "C", "C", "C", "C", "C", "C", "C", "C", "C", "C", "C", "C", "C", "C", "C", "C", "C", "C", "C", "C", "C", "C", "C", "C", "C", "C", "C", "C", "C", "C", "C", "C", "C", "C", "C", "C", "C", "C", "C", "C", "C", "C", "C", "B", "H", "H", "H", "H", "H", "H", "H", "H", "H", "H", "H", "H", "H", "H", "H", "H", "H", "H", "H", "H", "H", "H", "H", "H", "H", "H", "H", "H", "H", "H", "H", "H", "H", "H", "H", "H", "H", "H", "H", "H", "H", "H", "H", "H", "H", "H", "H", "H", "H", "H", "H", "H", "H", "H", "H", "H", "H", "H", "H", "H", "H", "H", "H", "H", "H", "H", "H", "H", "H", "H", "H", "H", "H", "H", "H", "H", "H", "H", "H", "H", "H", "H", "H"], "xyz": [[-9.1694, 3.7176, -4.2063], [2.5908, -3.8812, 5.3154], [5.3676, 0.8282, 9.1982], [5.6240, -5.6644, -3.8494], [-0.5429, 0.5924, 9.3684], [5.9728, 0.1687, -6.4933], [-9.0320, -1.0860, -7.5585], [4.4779, 0.7283, 3.7980], [4.1946, -0.4781, -2.4049], [2.6040, 0.4657, -3.5835], [0.8200, -1.0792, -2.1473], [-2.9378, 4.9984, 0.2325], [-1.3644, 0.6371, 10.5492], [-6.7998, 5.1142, -4.0769], [0.7784, 1.1719, 9.3532], [4.0234, 2.0312, 4.2217], [5.1034, -0.5662, 9.4598], [3.7465, -0.0187, 2.7968], [-9.7020, -0.9563, -6.2907], [5.2428, -1.0227, -6.1316], [2.4500, -4.1475, 3.9092], [-5.0539, -0.0731, -3.3457], [6.3536, 1.2353, 8.2232], [-5.3319, 3.8759, -0.6992], [2.8118, -2.5392, 5.8044], [-4.7903, -1.7512, -1.9137], [7.3971, 0.2566, -6.3026], [-7.6356, -0.7430, -7.6981], [6.1201, -6.2016, -2.6065], [-0.0959, 3.8710, -3.3772], [-2.1206, 4.4872, 2.8402], [6.0603, -6.1932, -5.1175], [1.9640, -0.5931, -1.6076], [-1.2059, -1.1435, 7.4527], [3.4153, -4.1701, -3.7579], [3.1122, -5.8987, 6.9805], [6.0541, -1.0260, 4.9265], [-1.9896, 2.6394, -5.1646], [-0.4266, -1.1010, 8.7733], [5.5671, 0.5934, -8.1837], [5.7008, 1.6729, 10.7393], [-10.1979, -2.5757, -9.4395], [-1.4600, 1.2297, 7.9711], [-6.0241, -0.4718, -4.3221], [5.8362, -3.8882, -3.8625], [6.2028, 0.8236, 3.2953], [4.6279, 2.4395, -6.8896], [-2.9174, 2.9370, -4.0083], [4.3399, 1.4919, -8.0618], [3.8416, -4.9778, 5.9942], [-5.1074, 3.1364, -2.9838], [4.9173, 2.9777, 10.6253], [-0.8336, 2.9283, 1.1783], [-5.9586, 0.1231, -1.0817], [4.5278, -3.3535, -4.4312], [2.3513, 0.9584, 0.3603], [-4.9392, 2.3397, -5.3941], [0.7171, 2.2607, -1.0576], [1.1155, 1.8113, 0.1966], [-0.4424, 2.9981, -1.2128], [3.8266, 1.6681, 8.8351], [3.5565, 2.5978, 10.0227], [-4.5399, 3.5716, -1.7872], [-0.8804, 3.4481, -2.5655], [5.1704, 1.5876, -5.7354], [3.8254, -5.6470, -3.8216], [-9.9459, -1.1752, -10.0142], [0.3373, 2.1681, 1.2926], [-2.4850, 4.0906, -0.4182], [-7.2949, 4.0952, -3.7774], [-6.6100, 2.9916, -3.0284], [-9.9628, -0.2254, -8.8206], [-9.2877, -2.7394, -8.2153], [-1.7612, 2.0711, 3.5803], [1.2020, -4.6065, 6.1803], [-2.3566, 3.3479, -2.7881], [-1.1405, 0.2599, 6.8366], [4.7393, -0.3154, 5.2170], [-4.4685, 0.9191, -5.8290], [-5.2288, -0.6649, -2.1264], [1.6594, -6.0257, 6.5016], [-1.2378, 3.3289, -0.1051], [6.9937, 0.0422, 4.3522], [2.9071, -0.2125, -2.4780], [-3.1589, 3.6683, -1.6913], [-4.3149, 2.8244, -4.0985], [2.0067, -0.4680, -0.1189], [-5.5469, -0.1597, -5.7381], [-1.6160, 3.2469, 2.5201], [-0.8473, -1.7651, 9.5241], [-11.2429, -2.6620, -9.1359], [-6.9966, 2.9500, -2.0120], [-1.5959, 1.1056, 3.1057], [3.4823, -6.2090, -2.9566], [-0.1340, 0.4494, 6.4562], [4.4203, -2.2907, -4.2448], [3.6025, -6.8685, 7.0445], [5.9011, 2.1230, -5.1348], [-6.1738, -1.5478, -4.2402], [1.0235, -6.4875, 7.2552], [0.6285, -1.3281, 8.6265], [-6.2828, -0.5780, -0.3211], [3.8932, -0.9988, 5.3369], [-5.6607, 4.7775, -0.7792], [3.9610, 2.2249, 7.9084], [-0.9267, 2.2134, 4.2770], [-9.4972, 0.7367, -9.0212], [-1.8381, 0.3724, 6.0091], [4.3701, 1.2147, -5.0999], [-4.7254, 3.0573, -6.1834], [5.3879, -0.3161, -8.7522], [-8.9683, -1.1453, -10.5000], [4.8286, 0.3328, 6.0894], [3.4571, 0.8883, -7.8404], [-6.0129, 2.2941, -5.2444], [5.3781, 3.1735, -7.1908], [4.8105, 3.4625, 11.5946], [3.7378, 2.9878, -6.5853], [-10.6968, -0.8990, -10.7526], [2.9582, 2.0741, 10.7693], [3.4767, -6.1246, -4.7352], [0.3195, -4.5639, 5.5459], [-8.3136, -3.1416, -8.4869], [4.6087, -4.3792, 6.4798], [7.3075, 0.7156, 5.1518], [-2.5033, 2.4016, -6.0848], [-0.7969, -1.8971, 6.7807], [4.5004, -3.5079, -5.5102], [-1.4088, 3.5373, -5.3573], [7.8929, -0.3973, 3.9218], [3.1292, -5.4565, 7.9785], [-9.7402, -3.3565, -7.4435], [0.6436, 1.8510, 2.2822], [-6.3852, 0.0813, -6.3952], [-6.9819, 0.0231, -4.1308], [5.8944, -1.8161, 4.1870], [-6.8441, 2.0214, -3.4567], [2.4507, -4.0102, -4.2380], [6.4165, 1.1347, -8.5990], [5.9810, -3.5671, -2.8310], [2.6836, -1.2104, 0.3107], [5.4388, 3.6679, 9.9584], [-10.9739, -0.0812, -8.4412], [2.9922, 3.4741, 9.7103], [3.3165, -3.8606, -2.7146], [3.1927, 1.3724, -0.1877], [-3.0732, 4.5208, 2.7035], [-4.0041, 0.9436, -6.8113], [-5.3080, 0.8695, -0.6295], [-1.2691, 1.8791, -4.8709], [6.7069, -3.6296, -4.4607], [2.5306, 0.8528, 1.4290], [6.2875, 0.3707, 2.3089], [4.2749, -5.5341, 5.1653], [6.7733, 1.8139, 10.8525], [-6.8314, 0.6200, -1.4980], [1.6181, -6.6424, 5.6015], [-2.6951, 2.1162, 4.1346], [1.0403, -4.0273, 7.0898], [6.4968, 1.8692, 3.2480], [4.1521, 2.0362, -8.9860], [-2.5172, 1.2021, 8.2331], [-10.0062, -3.3547, -10.1755], [1.0062, -0.7241, 0.2256], [-3.6668, 0.6428, -5.1470], [6.4642, -1.4823, 5.8265], [-2.2472, -1.4081, 7.6475], [-1.1503, 2.2526, 7.7699], [-5.1070, -1.0686, -6.1509], [1.2887, 2.0254, -1.9449], [5.3171, 1.0485, 11.5455], [3.0419, 0.9279, 8.7127]], "forces_ev_per_angstrom": [[0.0, -0.1, 0.0], [0.0, -0.2, 0.2], [-0.3, 0.2, 0.2], [-0.1, 0.2, 0.1], [-0.3, -0.1, -0.2], [0.0, 0.3, -0.1], [-0.2, 0.0, -0.2], [0.3, -0.1, 0.4], [0.4, 1.0, 0.6], [0.2, -0.9, -0.7], [-0.6, 1.2, 0.0], [-0.1, 0.1, 0.4], [0.2, 0.1, 0.1], [0.0, 0.8, -0.3], [0.0, 0.1, 0.2], [-0.3, 0.0, -0.2], [0.3, -0.1, -0.2], [0.1, 0.1, 0.2], [0.2, 0.1, 0.1], [0.2, 0.0, 0.0], [0.0, 0.2, -0.1], [-0.2, 0.4, 0.0], [0.1, -0.3, -0.1], [-0.2, -0.3, -0.1], [-0.3, -0.2, -0.1], [0.2, -0.6, 0.1], [0.0, -0.2, 0.1], [-0.4, -0.2, -0.2], [0.1, -0.2, -0.1], [0.3, -0.1, -0.4], [0.0, -0.3, -0.3], [0.1, -0.1, 0.1], [0.7, -0.5, 0.0], [0.0, 0.1, 0.0], [0.1, 0.0, 0.0], [-0.1, 0.0, 0.0], [0.1, 0.0, -0.1], [0.0, 0.7, 0.3], [0.0, -0.3, -0.2], [-0.2, 0.1, -0.2], [0.0, 0.3, 0.2], [0.0, 0.1, 0.0], [0.0, 0.0, -0.3], [-0.2, -0.1, -0.4], [-0.1, 0.3, -0.1], [0.3, 0.0, 0.0], [0.0, 0.0, -0.1], [0.0, 0.2, 0.2], [0.0, 0.0, 0.1], [0.2, -0.2, 0.2], [-0.2, 0.1, 0.0], [-0.1, 0.0, -0.1], [0.0, 0.5, 0.1], [-0.2, 0.0, -0.1], [-0.2, -0.3, 0.1], [-1.3, -0.5, 0.3], [0.1, -0.4, 0.3], [0.0, 0.1, -0.2], [0.3, 0.5, -0.2], [-0.3, -0.1, 0.4], [-0.3, 0.2, 0.0], [0.1, 0.0, 0.1], [0.3, 0.4, -0.5], [-0.2, -0.1, 0.3], [-0.2, 0.3, 0.0], [-0.4, 0.2, 0.0], [0.1, -0.1, 0.0], [-0.2, 0.0, -0.2], [-0.2, 0.0, -0.4], [0.1, -0.5, 0.3], [0.4, -0.7, 0.1], [-0.1, 0.0, -0.3], [-0.1, -0.3, -0.2], [0.5, 0.3, -0.6], [-0.2, -0.2, 0.1], [-0.5, -0.2, -0.3], [0.1, -0.1, 0.1], [-0.1, -0.2, 0.2], [0.1, 0.3, 0.9], [0.1, 0.0, 0.1], [0.1, 0.0, 0.0], [0.5, -0.1, 0.0], [0.0, 0.0, 0.1], [-0.9, -0.2, 0.0], [0.3, -0.3, 0.1], [0.4, 0.0, 0.1], [0.5, -0.7, -0.3], [0.6, 0.2, -0.4], [-0.2, -0.4, 0.4], [0.1, 0.1, 0.1], [0.0, 0.0, 0.0], [-0.2, 0.2, 0.1], [-0.2, -0.2, 0.2], [0.1, -0.1, 0.0], [0.0, 0.0, 0.0], [0.0, 0.0, -0.1], [0.0, 0.0, 0.0], [0.1, -0.1, 0.0], [-0.1, -0.1, 0.1], [0.0, 0.0, 0.0], [0.0, 0.1, 0.0], [0.0, 0.0, 0.2], [0.2, 0.4, -0.2], [0.1, 0.1, 0.1], [0.1, -0.1, 0.0], [-0.1, 0.0, 0.2], [0.1, 0.0, 0.1], [0.0, 0.0, 0.0], [0.0, -0.1, 0.0], [-0.1, 0.1, 0.0], [0.1, -0.1, 0.1], [0.0, 0.0, 0.0], [0.1, 0.1, -0.1], [0.0, 0.0, 0.0], [-0.2, 0.2, -0.4], [0.0, 0.0, 0.0], [0.0, 0.0, 0.0], [0.0, 0.0, 0.0], [0.0, 0.0, 0.0], [0.0, 0.0, 0.0], [0.1, 0.0, 0.0], [0.1, 0.1, -0.1], [0.1, 0.1, 0.1], [0.0, 0.1, -0.1], [0.0, 0.0, 0.0], [-0.1, -0.3, 0.0], [0.0, 0.0, 0.0], [0.0, 0.1, 0.0], [0.1, 0.0, -0.1], [0.0, 0.0, 0.0], [0.0, 0.0, 0.0], [0.1, 0.1, 0.1], [0.1, -0.1, 0.0], [0.2, 0.0, 0.5], [0.0, 0.0, 0.2], [0.0, 0.0, 0.0], [-0.3, 0.0, -0.2], [0.0, 0.0, 0.0], [0.0, 0.0, 0.0], [0.0, -0.1, 0.0], [0.1, 0.1, 0.2], [0.0, 0.0, 0.0], [0.0, 0.0, 0.1], [0.0, 0.0, 0.0], [0.0, 0.0, 0.0], [0.2, 0.0, 0.2], [0.0, 0.4, 0.2], [-0.3, 0.0, -0.2], [0.1, 0.1, -0.1], [0.0, -0.2, -0.3], [0.0, -0.1, 0.0], [0.5, 0.3, -0.3], [-0.1, 0.0, 0.0], [-0.1, 0.1, -0.1], [0.0, -0.1, -0.1], [0.0, 0.1, -0.1], [0.0, 0.0, 0.0], [0.0, -0.1, 0.1], [0.0, 0.0, 0.0], [-0.1, 0.0, -0.1], [0.0, 0.0, 0.0], [0.0, 0.0, 0.1], [0.0, 0.0, 0.0], [0.0, -0.1, 0.1], [0.1, -0.2, 0.0], [0.0, 0.0, 0.0], [0.0, 0.0, 0.0], [0.0, 0.0, 0.1], [0.0, -0.1, -0.1], [0.1, 0.0, 0.0], [0.0, -0.1, 0.0], [0.1, -0.1, 0.0]]}